The following is a quantum chemistry calculation of a gas-phase ion, C3H7N2O2 (charge +1), from the OMol25 dataset.

Summary:
Electronic energy in eV: -10290.6626
HOMO in eV: -13.6373
Energy above the lowest of the compared OMol25 structures with the same formula, charge and spin in kJ/mol: 207.3
F_max in eV/Å: 4.438

```
! wB97M-V def2-TZVPD RIJCOSX def2/J DEFGRID3
* xyz 1 1
O 1.130 -1.616 1.750
O -1.082 0.564 -0.215
N 0.326 0.411 2.507
N -0.225 0.085 -2.307
C -0.372 -0.630 0.147
C 0.122 0.287 -0.886
C 0.445 -0.639 1.707
H 0.953 0.515 3.245
H -1.278 0.203 -2.239
H 0.872 1.151 -0.818
H -0.873 -1.553 0.025
H 0.147 0.861 -2.835
H 0.126 -0.814 -2.631
H -0.289 1.174 2.549
*
```